ORCA calculation (the ωB97M-V functional and the def2-TZVPD basis) on a molecular structure, C48H58N2NdO2P2 at a distorted geometry.

Element x y z (Å)
Nd -0.084 0.315 -0.843
C 4.210 0.365 5.108
C 4.837 0.754 3.757
C 6.031 -0.161 3.478
C 5.322 2.209 3.788
C 3.755 0.596 2.725
C 3.738 -0.451 1.799
C 2.692 -0.549 0.907
N 1.668 0.317 0.843
C 1.649 1.317 1.758
C 2.667 1.472 2.688
C 0.475 2.225 1.726
C 0.096 2.951 2.845
C -0.998 3.822 2.821
C -1.649 3.945 1.588
C -1.243 3.172 0.521
N -0.223 2.296 0.561
C -1.401 4.601 4.046
C -0.337 5.698 4.228
C -2.776 5.259 3.893
C -1.429 3.695 5.286
H 4.956 0.461 5.890
H 3.866 -0.667 5.087
H 3.368 1.004 5.358
H 6.805 0.023 4.216
H 6.456 0.034 2.496
H 5.759 -1.212 3.552
H 6.159 2.296 4.474
H 4.551 2.895 4.123
H 5.659 2.518 2.801
H 4.530 -1.182 1.770
H 2.666 -1.385 0.210
H 2.627 2.291 3.385
H 0.634 2.824 3.767
H -2.473 4.626 1.461
H -1.756 3.257 -0.437
H -0.297 6.347 3.356
H 0.651 5.275 4.387
H -0.590 6.305 5.091
H -2.774 6.022 3.117
H -3.046 5.749 4.825
H -3.544 4.519 3.672
H -0.445 3.328 5.558
H -2.089 2.845 5.133
H -1.806 4.264 6.130
C 3.270 0.240 -2.453
O 1.848 0.457 -2.334
C 1.361 1.234 -3.438
C -0.039 0.814 -3.935
O -0.934 1.254 -2.850
C -2.327 1.452 -3.157
H 3.784 1.160 -2.741
H 3.480 -0.531 -3.202
H 3.643 -0.078 -1.480
H 2.048 1.146 -4.283
H 1.301 2.293 -3.131
H -1.074 -0.790 -4.891
H -0.251 2.692 -4.938
H -2.507 1.577 -4.222
H -2.651 2.379 -2.674
H -2.928 0.603 -2.800
C 0.505 -2.508 -1.798
C -0.076 -3.194 -0.546
P -0.811 -1.964 0.652
C -1.212 -2.898 2.160
C -2.015 -2.208 3.074
C -2.452 -2.837 4.223
C -2.082 -4.151 4.472
C -1.259 -4.823 3.583
C -0.819 -4.204 2.423
C -2.543 -1.648 0.076
C -3.459 -2.658 -0.194
C -4.755 -2.339 -0.569
C -5.151 -1.015 -0.677
C -4.259 0.005 -0.378
C -2.963 -0.310 0.002
P -0.921 -1.679 -2.719
C -1.509 -3.104 -3.708
C -2.560 -2.866 -4.597
C -2.945 -3.839 -5.502
C -2.294 -5.063 -5.531
C -1.296 -5.327 -4.612
C -0.919 -4.366 -3.690
C -0.222 -0.703 -4.196
C -0.250 1.634 -5.217
C 0.783 1.427 -6.292
C 1.559 0.370 -6.549
C 1.639 -0.920 -5.894
C 0.922 -1.398 -4.876
H 1.004 -3.245 -2.436
H 1.257 -1.751 -1.508
H 0.730 -3.703 -0.004
H -0.820 -3.949 -0.819
H -2.303 -1.183 2.868
H -3.087 -2.310 4.919
H -2.431 -4.646 5.364
H -0.965 -5.841 3.786
H -0.184 -4.749 1.742
H -3.164 -3.691 -0.091
H -5.464 -3.129 -0.759
H -6.161 -0.772 -0.964
H -4.585 1.035 -0.410
H -2.291 0.500 0.351
H -3.081 -1.915 -4.585
H -3.754 -3.646 -6.189
H -2.563 -5.813 -6.257
H -0.798 -6.285 -4.602
H -0.158 -4.638 -2.979
H -1.215 1.425 -5.685
H 0.855 2.274 -6.959
H 2.225 0.453 -7.396
H 2.369 -1.586 -6.332
H 1.061 -2.430 -4.586

The value obtained for the total energy is -91625.128 eV. Its spin multiplicity is 4. For the strongest force on any atom, the calculation gives 1.65 eV Å⁻¹. The HOMO-LUMO gap (alpha / beta) comes out at 7.56 / 7.67 eV. The LUMO energy (alpha / beta) is -0.300 / -0.296 Eh. Its total charge is +3.

=====

ORCA calculation (the ωB97M-V functional and the def2-TZVPD basis) on 3 unconnected molecules or ions with the total composition C37H58BN6O8S at a distorted geometry.

Element x y z (Å)
C 5.635 -1.736 0.296
C 4.996 -0.594 -0.746
C 3.371 -0.972 -0.883
C 2.453 0.375 -1.026
C 0.854 0.186 -0.652
C 0.365 -1.194 -1.367
C 0.408 -2.562 -0.503
N 0.685 -3.703 -1.491
C -0.554 -4.100 -2.256
C -0.094 -4.290 -3.853
C 1.383 -4.867 -0.831
C 0.689 -6.113 -0.026
O 2.742 -4.880 -0.923
C 0.087 1.380 -1.534
C 0.862 2.839 -1.509
C 0.444 3.901 -0.286
C 1.164 5.379 -0.266
C 2.220 5.687 -1.502
C 2.468 4.478 -2.583
N 1.826 3.127 -2.624
N -1.360 1.558 -1.294
C -1.976 0.936 -0.104
C -3.112 -0.163 -0.657
C -3.386 -0.020 -2.286
O -4.086 1.214 -2.673
C -5.043 0.929 -3.782
O -5.165 1.915 -4.711
B -2.910 2.125 0.629
O -4.253 2.512 0.067
O -2.483 2.900 1.816
C -3.412 2.729 2.945
C -1.025 0.152 0.956
N 0.482 0.405 0.774
C 1.287 -0.291 1.837
C 1.171 0.467 3.327
C 2.587 1.247 3.728
C 2.562 2.857 3.421
S 4.290 3.343 2.777
O 5.434 2.582 3.498
O 4.592 4.872 2.987
O 4.442 3.036 1.078
H 5.162 -1.657 1.379
H 5.399 -2.837 -0.078
H 6.809 -1.643 0.393
H 5.575 -0.700 -1.758
H 5.156 0.471 -0.291
H 3.137 -1.650 0.040
H 3.294 -1.563 -1.911
H 2.460 0.621 -2.196
H 2.875 1.264 -0.387
H -0.737 -1.049 -1.802
H 1.034 -1.371 -2.340
H -0.638 -2.799 -0.013
H 1.223 -2.642 0.330
H -1.341 -3.203 -2.281
H -1.133 -5.025 -1.834
H -0.870 -5.003 -4.363
H -0.214 -3.214 -4.342
H 1.022 -4.624 -3.966
H 0.491 -6.964 -0.839
H -0.369 -5.857 0.425
H 1.414 -6.622 0.768
H 0.200 0.993 -2.660
H -0.328 3.662 0.558
H 0.922 6.203 0.551
H 2.801 6.714 -1.636
H 3.229 4.731 -3.468
H -1.730 2.497 -1.559
H -4.132 -0.089 -0.076
H -2.744 -1.288 -0.507
H -4.125 -0.917 -2.554
H -2.412 -0.226 -2.929
H -5.667 -0.071 -3.876
H -4.101 3.493 -0.179
H -2.927 1.985 3.710
H -4.471 2.320 2.660
H -3.506 3.790 3.482
H -1.280 0.603 2.032
H -1.273 -1.010 1.073
H 0.590 1.445 0.975
H 0.761 -1.348 2.019
H 2.437 -0.367 1.652
H 0.927 -0.301 4.178
H 0.345 1.324 3.300
H 2.817 1.073 4.882
H 3.527 0.808 3.147
H 2.449 3.460 4.445
H 1.776 3.196 2.615
H 5.394 3.253 0.776
N 2.307 0.215 7.182
C 2.012 1.098 8.161
C 1.939 0.764 9.504
C 2.179 -0.557 9.867
C 2.483 -1.490 8.881
C 2.537 -1.060 7.565
H 1.830 2.115 7.826
H 1.701 1.515 10.248
H 2.130 -0.857 10.910
H 2.675 -2.527 9.132
H 2.773 -1.749 6.760
N -5.705 -0.369 -8.278
C -6.084 -0.209 -6.991
C -6.990 -1.035 -6.346
C -7.546 -2.089 -7.064
C -7.177 -2.279 -8.391
C -6.260 -1.402 -8.948
H -5.625 0.629 -6.475
H -7.256 -0.861 -5.310
H -8.261 -2.757 -6.592
H -7.593 -3.090 -8.978
H -5.938 -1.510 -9.980

The value obtained for the total energy is -76116.099 eV. For the strongest force on any atom, the calculation gives 9.52 eV Å⁻¹. The HOMO-LUMO gap comes out at 8.28 eV. The LUMO energy is -0.102 Eh. Its total charge is +1.

=====

ORCA calculation (the ωB97M-V functional and the def2-TZVPD basis) on a molecular structure, C21H30KNOPS at a distorted geometry.

Element x y z (Å)
K 0.226 1.070 1.870
C 4.798 -0.084 -1.551
C 4.924 0.693 -0.234
C 5.870 -0.037 0.732
C 5.414 2.124 -0.490
C 3.579 0.762 0.396
N 2.530 0.820 0.866
H 5.787 -0.155 -2.008
H 4.131 0.427 -2.248
H 4.417 -1.093 -1.380
H 6.859 -0.094 0.274
H 5.522 -1.050 0.933
H 5.958 0.499 1.678
H 6.406 2.077 -0.943
H 5.486 2.690 0.439
H 4.748 2.653 -1.172
C -2.735 -2.332 0.308
P -1.292 -1.373 0.914
C -0.939 -2.265 2.488
C 0.028 -1.980 -0.209
C 0.602 -3.252 -0.136
C 1.579 -3.642 -1.044
C 1.996 -2.765 -2.041
C 1.443 -1.497 -2.120
C 0.470 -1.109 -1.205
H -2.512 -3.400 0.296
H -2.983 -2.009 -0.702
H -3.601 -2.150 0.947
H -0.996 -3.348 2.384
H -1.673 -1.959 3.235
H 0.055 -2.014 2.863
H 0.292 -3.950 0.634
H 2.014 -4.632 -0.976
H 2.753 -3.074 -2.753
H 1.770 -0.807 -2.891
H 0.053 -0.109 -1.263
C -6.050 -0.521 0.208
C -4.866 0.417 0.174
C -4.161 0.645 -1.003
C -3.063 1.498 -1.028
C -2.691 2.151 0.135
C -3.379 1.952 1.326
C -4.455 1.079 1.337
S -1.241 3.169 0.105
C -1.996 4.779 0.031
O -0.576 3.082 1.464
H -6.168 -1.053 -0.737
H -6.973 0.032 0.400
H -5.947 -1.260 1.005
H -4.460 0.132 -1.910
H -2.501 1.644 -1.945
H -3.060 2.458 2.232
H -4.994 0.908 2.263
H -2.666 4.878 0.886
H -2.541 4.868 -0.912
H -1.188 5.511 0.078

The value obtained for the total energy is -62246.167 eV. For the strongest force on any atom, the calculation gives 2.33 eV Å⁻¹. The HOMO-LUMO gap comes out at 9.35 eV. The LUMO energy is -0.077 Eh. Its total charge is +1.